1.
{
  "formula": "C9H14",
  "method": "ωB97M-V with the def2-TZVPD basis set",
  "orbital_gap_ha": 0.360,
  "max_force_ev_per_a": 5.19,
  "total_energy_ha": -351.2458,
  "de_lowest_kj_mol": 221.51,
  "e_lumo_ev": 1.0,
  "smiles": "Cc1ccccc1.CC",
  "total_charge": 0,
  "species": ["C", "C", "C", "C", "C", "C", "C", "H", "H", "H", "H", "H", "H", "H", "H", "C", "C", "H", "H", "H", "H", "H", "H"],
  "coordinates": [[0.53, -1.70, 1.24], [-0.52, -0.75, 0.88], [-1.74, -1.25, 0.46], [-2.84, -0.37, 0.30], [-2.72, 1.01, 0.56], [-1.52, 1.45, 1.13], [-0.40, 0.63, 1.19], [0.82, -2.32, 0.10], [0.18, -2.65, 1.84], [1.41, -1.26, 1.72], [-2.08, -2.22, 0.47], [-3.83, -0.82, 0.15], [-3.59, 1.72, 0.49], [-1.46, 2.42, 1.58], [0.53, 1.32, 1.35], [2.58, 0.53, -1.09], [1.79, 0.64, -2.34], [3.33, -0.28, -0.98], [3.04, 1.44, -0.80], [1.74, 0.26, -0.22], [1.05, -0.08, -2.52], [2.51, 0.74, -3.15], [1.20, 1.56, -2.35]],
  "lowdin_charge": [-0.10, -0.35, -0.06, -0.07, -0.09, -0.12, -0.07, 0.16, 0.10, 0.06, 0.08, 0.10, 0.11, 0.09, 0.14, -0.18, -0.19, 0.08, 0.04, 0.08, 0.05, 0.07, 0.07]
}

2.
{
  "formula": "C41H32IrN6S5",
  "method": "ωB97M-V with the def2-TZVPD basis set",
  "multiplicity": 6,
  "orbital_gap_ha": [0.257, 0.205],
  "max_force_ev_per_a": 1.16,
  "total_energy_ha": -4004.8523,
  "de_lowest_kj_mol": 55.46,
  "e_lumo_ev": [-4.9, -7.1],
  "total_charge": 2,
  "species": ["Ir", "S", "C", "C", "C", "C", "C", "C", "S", "C", "C", "C", "C", "C", "C", "C", "S", "C", "C", "C", "C", "C", "C", "S", "N", "H", "H", "H", "H", "H", "H", "H", "H", "H", "H", "H", "H", "H", "H", "H", "N", "C", "C", "C", "C", "C", "C", "N", "C", "C", "C", "C", "N", "C", "C", "H", "H", "H", "H", "H", "H", "H", "H", "H", "S", "C", "C", "C", "N", "C", "C", "C", "C", "C", "N", "C", "C", "H", "H", "H", "H", "H", "H", "H", "H"],
  "coordinates": [[-0.65, -0.73, 2.61], [0.11, -0.97, 4.71], [-0.86, 0.07, 5.71], [-0.74, -0.04, 7.09], [-1.54, 0.74, 7.92], [-2.45, 1.64, 7.38], [-2.57, 1.76, 6.00], [-1.77, 0.99, 5.17], [-1.95, 1.17, 3.42], [-0.75, 2.53, 3.13], [0.69, 2.08, 3.01], [1.66, 2.53, 3.90], [2.97, 2.08, 3.75], [3.27, 1.27, 2.68], [2.24, 0.89, 1.80], [2.56, 0.21, 0.61], [0.88, -2.45, 2.10], [-0.08, -3.88, 1.92], [0.53, -5.01, 1.34], [-0.14, -6.21, 1.24], [-1.46, -6.34, 1.74], [-2.07, -5.27, 2.31], [-1.42, -4.00, 2.39], [-2.30, -2.70, 3.02], [0.95, 1.23, 2.02], [-0.04, -0.75, 7.51], [-1.45, 0.63, 9.00], [-3.08, 2.23, 8.03], [-3.28, 2.46, 5.57], [-0.88, 3.24, 3.95], [-1.06, 3.01, 2.21], [1.39, 3.20, 4.71], [3.74, 2.38, 4.45], [4.29, 0.93, 2.49], [3.56, -0.03, 0.30], [0.63, -0.05, 0.10], [1.55, -4.92, 0.99], [0.34, -7.06, 0.78], [-1.97, -7.29, 1.68], [-3.08, -5.36, 2.71], [4.06, -0.76, -4.88], [4.73, -0.19, -5.94], [5.45, -0.74, -7.00], [5.96, 0.15, -7.91], [5.77, 1.55, -7.79], [5.06, 2.09, -6.75], [4.52, 1.20, -5.80], [3.76, 1.46, -4.70], [3.49, 0.27, -4.16], [2.72, 0.13, -2.99], [2.35, -1.12, -2.39], [1.71, -1.20, -1.22], [1.51, 0.03, -0.41], [1.48, 1.26, -1.25], [2.14, 1.30, -2.40], [4.00, -1.74, -4.69], [5.60, -1.81, -7.11], [6.53, -0.22, -8.76], [6.19, 2.20, -8.55], [4.91, 3.16, -6.64], [2.54, -2.06, -2.91], [1.36, -2.10, -0.76], [0.99, 2.10, -0.77], [2.20, 2.24, -2.95], [-4.19, -0.30, -3.03], [-3.12, -0.36, -1.64], [-2.65, 0.78, -0.98], [-1.80, 0.62, 0.10], [-1.40, -0.58, 0.57], [-1.83, -1.67, -0.10], [-2.67, -1.60, -1.19], [-5.08, 1.20, -2.68], [-4.71, 2.41, -3.26], [-5.48, 3.53, -2.97], [-6.55, 3.49, -2.17], [-6.90, 2.32, -1.64], [-6.20, 1.14, -1.87], [-2.93, 1.77, -1.29], [-1.38, 1.49, 0.59], [-1.49, -2.62, 0.27], [-2.99, -2.51, -1.68], [-3.86, 2.48, -3.93], [-5.23, 4.49, -3.40], [-7.79, 2.32, -1.01], [-6.52, 0.20, -1.43]],
  "mulliken_spin": [0.91, 0.52, -0.02, 0.08, -0.04, 0.07, -0.01, 0.06, 0.01, 0.01, 0.03, 0.14, -0.02, 0.17, 0.05, 0.50, 0.16, 0.16, -0.06, 0.13, -0.02, 0.03, 0.08, 0.78, 0.16, 0.00, 0.00, 0.00, 0.00, 0.00, 0.00, 0.00, 0.00, 0.00, -0.03, 0.04, 0.00, 0.01, 0.00, -0.01, 0.01, 0.12, -0.06, 0.12, -0.01, 0.04, 0.06, 0.18, 0.04, 0.20, -0.07, 0.25, 0.00, 0.24, -0.04, 0.00, 0.00, 0.01, 0.00, 0.00, 0.00, 0.01, -0.01, 0.00, 0.00, -0.01, 0.00, 0.01, 0.04, 0.00, 0.00, 0.00, 0.00, 0.00, 0.00, 0.00, 0.00, 0.00, -0.01, 0.00, 0.00, 0.00, 0.00, 0.00, 0.00]
}